Here is a molecular structure, C40H43As2BaN4O2 in a non-equilibrium geometry from OMol25. Energies are from ωB97M-V/def2-TZVPD.

Computed properties:
Max |F| ... 3.3 eV/A
Frontier orbital gap ... 0.25226 Ha
Calculated total energy ... -174597.9263 eV
M ... 898.982 u
Total charge ... +1

Each line ends with the Mulliken charge.
Element x y z (Å)
Ba -0.9914 0.1673 0.3051  2.01
N 0.5907 2.8662 -0.1967  -0.11
C -0.5386 3.5092 -0.8581  -0.19
C -0.3576 5.0036 -1.1688  -0.77
C -0.2778 5.8731 0.0945  -0.30
C -1.0338 7.1990 -0.0607  -1.43
N -2.4391 7.0004 -0.3773  -0.10
C -3.3362 6.4285 0.4242  0.70
N -3.1515 6.3626 1.7434  -0.36
N -4.5586 6.1758 -0.0524  -0.46
C -1.8218 3.2392 -0.0069  0.31
O -2.6695 4.1343 0.0818  -0.54
O -1.8645 2.1141 0.5282  -0.93
H 0.6682 3.1897 0.7640  0.20
H 1.4538 3.1369 -0.6621  0.04
H -0.7007 2.9903 -1.8155  0.13
H -1.2150 5.2931 -1.7764  0.41
H 0.5371 5.1504 -1.7791  0.50
H 0.7620 6.1037 0.3305  0.43
H -0.7025 5.3164 0.9333  0.31
H -0.5999 7.7922 -0.8684  0.44
H -0.9514 7.7930 0.8520  0.37
H -2.6576 6.9885 -1.3615  0.29
H -2.2295 6.4647 2.1302  0.24
H -3.8163 5.8434 2.2917  0.23
H -4.6980 6.0886 -1.0453  0.20
H -5.1884 5.6250 0.5065  0.22
C 2.5281 -2.6922 0.4649  -1.27
C 3.2590 -1.6399 -0.3528  -1.32
As 2.4969 0.1489 -0.0413  0.23
C 3.9608 1.1930 -0.8584  0.30
C 5.3087 1.0073 -0.5796  -0.29
C 6.2691 1.8750 -1.0682  -0.85
C 5.8982 2.9393 -1.8707  -0.44
C 4.5721 3.0909 -2.2333  -0.74
C 3.6187 2.2147 -1.7423  -0.49
C 2.9092 0.1902 1.8932  0.61
C 4.1643 -0.0993 2.4190  0.32
C 4.3642 -0.2177 3.7833  -0.95
C 3.3014 -0.0665 4.6567  -0.46
C 2.0453 0.2281 4.1565  -0.99
C 1.8571 0.3607 2.7888  0.25
As 0.5910 -2.5600 0.0680  0.72
C -0.0008 -4.2829 0.7584  0.17
C 0.3410 -4.6479 2.0559  -0.33
C -0.0416 -5.8743 2.5689  -0.65
C -0.7783 -6.7470 1.7857  -0.48
C -1.1423 -6.3868 0.4987  -0.65
C -0.7679 -5.1540 -0.0083  -0.60
C 0.7620 -3.0001 -1.8229  0.23
C 1.3559 -4.1861 -2.2485  0.05
C 1.5554 -4.4287 -3.5957  -0.82
C 1.1609 -3.4902 -4.5364  -0.48
C 0.5554 -2.3146 -4.1268  -0.71
C 0.3629 -2.0726 -2.7765  -0.02
H 2.6884 -2.5081 1.5355  0.69
H 2.8984 -3.7010 0.2426  0.55
H 3.1592 -1.8583 -1.4244  0.66
H 4.3289 -1.6369 -0.1248  0.57
H 5.6388 0.1646 0.0099  0.20
H 7.3074 1.7253 -0.8104  0.42
H 6.6427 3.6346 -2.2266  0.39
H 4.2781 3.8992 -2.8879  0.41
H 2.5874 2.3012 -2.0736  0.68
H 5.0134 -0.2464 1.7691  0.07
H 5.3508 -0.4400 4.1638  0.43
H 3.4525 -0.1833 5.7201  0.41
H 1.2087 0.3535 4.8296  0.44
H 0.8626 0.6109 2.4201  0.03
H 0.9088 -3.9532 2.6704  0.34
H 0.2461 -6.1565 3.5722  0.42
H -1.0734 -7.7060 2.1826  0.39
H -1.7053 -7.0752 -0.1173  0.44
H -1.0716 -4.8606 -1.0081  0.48
H 1.6589 -4.9325 -1.5203  0.43
H 2.0192 -5.3482 -3.9226  0.41
H 1.3229 -3.6721 -5.5881  0.39
H 0.2308 -1.5847 -4.8528  0.43
H -0.1147 -1.1449 -2.4523  0.19
C -2.9436 -1.3943 0.2036  1.22
C -3.8792 -2.1651 0.1815  -2.62
C -5.0195 -3.0167 0.1333  0.64
C -4.9078 -4.3728 -0.1670  -0.40
C -6.0419 -5.1589 -0.2468  -0.43
C -7.2950 -4.6094 -0.0246  -0.44
C -7.4079 -3.2639 0.2912  -0.44
C -6.2807 -2.4716 0.3714  -0.49
H -3.9253 -4.7897 -0.3358  0.33
H -5.9498 -6.2070 -0.4900  0.39
H -8.1798 -5.2240 -0.0965  0.39
H -8.3783 -2.8264 0.4705  0.37
H -6.3532 -1.4215 0.6142  0.43